P) {"formula": "CHNO2S", "method": "the ωB97M-V functional and the def2-TZVPD basis", "symbols": ["C", "N", "O", "O", "S", "H"], "positions_angstrom": [[-0.09465, -0.79246, 0.02209], [-0.73902, 0.32294, 0.05694], [-0.08913, -1.90543, -0.28879], [1.64193, 1.12275, -0.69056], [0.95431, 0.68362, 0.53563], [-1.67344, 0.56859, 0.36469]], "lowdin_charge": [-0.68, -0.06, 0.15, -0.53, 1.00, 0.13], "homo_lumo_gap_ev": 9.32, "homo_ha": -0.3434}


Q) {"formula": "CHNO2S", "method": "the ωB97M-V functional and the def2-TZVPD basis", "symbols": ["O", "C", "O", "N", "S", "H"], "positions_angstrom": [[1.19596, 1.29816, -0.47952], [1.54644, 0.30557, 0.00630], [1.83511, -0.69249, 0.46446], [-2.07055, -0.12771, 0.03475], [-1.03182, -0.73534, -0.94628], [-1.47514, -0.04818, 0.92028]], "lowdin_charge": [0.15, -0.55, 0.19, -0.46, 0.67, -0.02], "smiles": "O=C=O.N=S", "homo_lumo_gap_ev": 7.48, "homo_ha": -0.3271}


Q) comes first in stability; the runner-up is 0.924 eV higher.


P) {"formula": "C3H11N2O", "method": "the ωB97M-V functional and the def2-TZVPD basis", "symbols": ["C", "C", "C", "N", "N", "O", "H", "H", "H", "H", "H", "H", "H", "H", "H", "H", "H"], "positions_angstrom": [[0.01843, -0.05145, -0.91598], [1.26384, -0.99072, 0.96977], [-1.17010, -1.21509, 0.89016], [-0.32900, 1.84927, -0.68733], [0.04076, -0.66335, 0.24563], [0.74735, 2.47625, -1.19337], [0.96003, 0.08316, -1.32934], [-0.80462, -0.16668, -1.63447], [0.48189, 3.18880, -1.69424], [1.13021, -2.13666, 1.28570], [2.12608, -0.85904, 0.33315], [1.18371, -0.58347, 2.01482], [-1.21460, -0.99078, 1.94557], [-2.10124, -0.83202, 0.29659], [-1.32103, -2.30434, 0.82761], [-1.19635, 1.84602, -1.20183], [-0.39059, 2.20023, 0.23983]], "lowdin_spin": [0.57, 0.06, 0.05, 0.43, 0.61, 0.05, 0.04, 0.04, 0.01, 0.04, 0.00, 0.03, 0.01, 0.00, 0.03, 0.01, 0.02], "spin_multiplicity": 3, "homo_lumo_gap_ev": [6.12, 8.07], "homo_ha": [-0.3356, -0.5625], "charge": 1}


Q) {"formula": "C3H11N2O", "method": "the ωB97M-V functional and the def2-TZVPD basis", "symbols": ["C", "C", "C", "N", "N", "O", "H", "H", "H", "H", "H", "H", "H", "H", "H", "H", "H"], "positions_angstrom": [[1.17280, 1.28432, 0.10267], [1.48439, -1.29970, -0.19084], [-1.63765, 0.06198, 0.67562], [0.61351, -0.11965, 0.03855], [-1.69843, 0.06602, -0.74354], [-0.18959, -0.34098, 1.11652], [0.27076, 1.94965, 0.11186], [1.66646, 1.35242, 1.02481], [1.84205, 1.63137, -0.80232], [2.17632, -1.52051, 0.53852], [0.75004, -2.18449, -0.16720], [1.94466, -1.28798, -1.12897], [-2.28392, -0.60131, 1.44929], [-1.74021, 1.13070, 1.01067], [-2.15426, 0.81482, -1.18192], [-0.17559, -0.11670, -0.76922], [-2.04135, -0.81994, -1.08450]], "lowdin_spin": [0.13, 0.08, 0.29, 0.11, 0.20, 0.74, 0.05, 0.01, 0.01, 0.01, 0.04, 0.01, 0.03, 0.11, 0.08, 0.03, 0.07], "spin_multiplicity": 3, "homo_lumo_gap_ev": [4.38, 6.35], "homo_ha": [-0.2669, -0.6058], "charge": 1}


P) comes first in stability; the runner-up is 2.801 eV higher.


P) {"formula": "C5H10Si", "method": "the ωB97M-V functional and the def2-TZVPD basis", "symbols": ["C", "C", "C", "Si", "C", "C", "H", "H", "H", "H", "H", "H", "H", "H", "H", "H"], "positions_angstrom": [[1.44506, -0.19772, 1.72143], [0.46606, 0.13845, 0.60203], [0.00368, 1.31348, 0.34799], [-1.22820, 1.13455, -1.09441], [-1.02578, -0.86052, -1.43086], [0.13926, -1.08420, -0.30321], [0.89040, -0.57753, 2.54837], [1.73260, 0.88893, 1.99452], [2.33854, -0.74008, 1.37290], [0.14054, 2.22046, 0.78046], [-2.36701, 1.65016, -0.24336], [-0.65300, 1.74676, -2.35485], [-0.76604, -1.16497, -2.39571], [-1.99013, -1.18730, -1.07433], [-0.13447, -1.88557, 0.32318], [1.00850, -1.39492, -0.79416]], "lowdin_charge": [-0.06, -0.42, -0.21, 0.71, -0.22, -0.19, 0.06, 0.10, 0.08, 0.02, -0.04, -0.06, 0.02, 0.03, 0.08, 0.08], "smiles": "CC1=C[SiH2]CC1", "homo_lumo_gap_ev": 10.40, "homo_ha": -0.3441}


Q) {"formula": "C5H10Si", "method": "the ωB97M-V functional and the def2-TZVPD basis", "symbols": ["C", "C", "C", "Si", "H", "H", "H", "H", "H", "H", "H", "H", "C", "C", "H", "H"], "positions_angstrom": [[1.40808, -1.55488, 0.83067], [0.65845, -1.22773, -0.46124], [0.33575, -0.08784, -0.96236], [0.80807, 1.63203, -0.43066], [2.43991, -1.87291, 0.73723], [1.61173, -0.63090, 1.45525], [0.88166, -2.20885, 1.39407], [0.41580, -2.16672, -1.02265], [-0.15753, -0.30220, -1.91050], [1.59891, 2.22721, -1.50932], [1.74869, 1.46158, 0.86935], [-0.13465, 2.70706, 0.11880], [-2.87334, 0.45096, 0.88396], [-3.11780, 0.65335, -0.29687], [-2.19388, 0.25982, 1.62017], [-3.42984, 0.66001, -1.31590]], "lowdin_charge": [-0.11, -0.26, -0.35, 0.62, 0.07, 0.05, 0.02, 0.11, 0.06, -0.10, -0.05, -0.08, 0.00, 0.00, -0.01, 0.02], "smiles": "C/C=C\\[SiH3].C#C", "homo_lumo_gap_ev": 11.04, "homo_ha": -0.3677}


P) comes first in stability; the runner-up is 2.432 eV higher.


P) {"formula": "C2H5N2OS2", "method": "the ωB97M-V functional and the def2-TZVPD basis", "symbols": ["C", "C", "N", "N", "O", "S", "S", "H", "H", "H", "H", "H"], "positions_angstrom": [[-0.23474, 0.17241, -0.95237], [0.31364, 0.04795, 0.97086], [-0.12734, 1.13715, -1.79090], [-0.04879, -1.21889, 1.30592], [-0.76196, -0.95885, -1.24431], [-0.02122, 1.59784, 1.75997], [1.85503, 0.89521, 1.17568], [0.30527, 2.01470, -1.54312], [-0.47293, 1.01674, -2.74383], [-0.78690, -1.29557, 1.99762], [0.72379, -1.84401, 1.51618], [-0.74384, -1.56467, -0.45171]], "lowdin_charge": [-0.27, -1.10, 0.24, 0.03, 0.14, 0.63, 0.63, 0.14, 0.16, 0.13, 0.13, 0.13], "homo_lumo_gap_ev": 8.67, "homo_ha": -0.4796, "charge": 1}


Q) {"formula": "C2H5N2OS2", "method": "the ωB97M-V functional and the def2-TZVPD basis", "symbols": ["N", "C", "O", "C", "N", "S", "S", "H", "H", "H", "H", "H"], "positions_angstrom": [[-0.30317, 1.73185, -0.23365], [-1.21241, 0.73183, -0.08980], [-2.37536, 0.68344, 0.14312], [-0.46759, -0.65045, -0.15610], [-1.24447, -1.66349, 0.00234], [1.31819, -1.00767, -0.05042], [2.85089, 0.52182, 0.08293], [0.69309, 1.46067, -0.29314], [-0.42799, 2.61150, 0.25261], [-2.20203, -1.56072, -0.22776], [-1.00345, -2.69767, 0.18088], [3.72013, 0.21790, -0.94140]], "lowdin_charge": [0.18, -0.49, 0.15, -0.44, 0.18, 0.62, 0.45, -0.01, 0.14, 0.13, 0.20, -0.12], "smiles": "NC(=O)C(=[NH2+])SS", "homo_lumo_gap_ev": 8.85, "homo_ha": -0.5291, "charge": 1}


Q) comes first in stability; the runner-up is 0.268 eV higher.


P) {"formula": "C4H3O2S", "method": "the ωB97M-V functional and the def2-TZVPD basis", "symbols": ["O", "C", "O", "C", "C", "C", "S", "H", "H", "H"], "positions_angstrom": [[0.97567, -0.87873, 2.96517], [0.52526, -0.08274, 2.19622], [0.24445, 1.10919, 2.26479], [0.17834, -0.69877, 0.80567], [-0.47242, 0.32205, -0.25716], [-1.27645, -0.69699, 0.34688], [-2.58164, -1.60060, 0.39076], [0.69710, -1.59506, 0.30064], [-0.05041, 0.49726, -1.28981], [-0.78830, 1.26566, 0.09298]], "lowdin_charge": [-0.01, -0.81, -0.04, -0.13, -0.14, -0.84, 0.63, 0.15, 0.11, 0.08], "smiles": "O=C([O-])[C@@H]1CC1=S", "homo_lumo_gap_ev": 7.62, "homo_ha": -0.1573, "charge": -1}


Q) {"formula": "C4H3O2S", "method": "the ωB97M-V functional and the def2-TZVPD basis", "symbols": ["O", "C", "O", "C", "C", "C", "S", "H", "H", "H"], "positions_angstrom": [[-0.26891, -0.40439, -2.42714], [0.44861, -0.31693, -1.44614], [1.62723, -0.60309, -1.19138], [-0.21059, 0.52693, -0.21656], [0.37812, 0.30179, 1.15398], [-0.88830, -0.36976, 0.63070], [-1.86036, -1.60265, 1.08108], [-0.59348, 1.52142, -0.57489], [1.23464, -0.24920, 1.09721], [0.13302, 1.19587, 1.89316]], "lowdin_charge": [-0.01, -0.71, -0.04, -0.24, -0.12, -0.78, 0.57, 0.15, 0.05, 0.13], "smiles": "O=C([O-])[C@@H]1CC1=S", "homo_lumo_gap_ev": 7.74, "homo_ha": -0.1551, "charge": -1}


Q) comes first in stability; the runner-up is 0.147 eV higher.


P) {"formula": "C4H7N2O2", "method": "the ωB97M-V functional and the def2-TZVPD basis", "symbols": ["C", "C", "N", "C", "C", "N", "O", "O", "H", "H", "H", "H", "H", "H", "H"], "positions_angstrom": [[0.78178, 2.17726, -0.29017], [0.62728, 0.88519, -0.11915], [1.67839, -0.09538, -0.62065], [-0.56721, 0.14345, 0.51320], [-0.89739, -1.06746, 0.17615], [-2.05794, -1.72626, 0.71894], [-2.97450, -1.00249, 1.15660], [-2.08837, -2.96470, 0.74886], [1.49765, 2.76663, -0.81315], [-0.04185, 2.90075, -0.04457], [1.51080, -0.12592, -1.60835], [1.62932, -0.99910, -0.13311], [2.60478, 0.28664, -0.54267], [-1.33711, 0.74044, 1.20952], [-0.36562, -1.91906, -0.35145]], "lowdin_charge": [0.13, -0.24, 0.25, 0.02, -0.04, -0.37, 0.08, 0.10, 0.09, 0.12, 0.17, 0.17, 0.17, 0.20, 0.16], "smiles": "C=C([NH3+])/C=C/[N+](=O)[O-]", "homo_lumo_gap_ev": 9.57, "homo_ha": -0.5351, "charge": 1}


Q) {"formula": "C4H7N2O2", "method": "the ωB97M-V functional and the def2-TZVPD basis", "symbols": ["C", "C", "C", "C", "N", "N", "O", "O", "H", "H", "H", "H", "H", "H", "H"], "positions_angstrom": [[-2.12520, -0.19443, 0.23463], [-1.17613, -0.86536, -0.54439], [-1.61200, 0.98066, 0.80430], [0.40291, 0.88356, -0.19205], [-0.46759, 1.47351, 0.60048], [0.04339, -0.36152, -0.76506], [2.18307, -0.98022, 0.52237], [1.46360, 1.53526, -0.38116], [-3.14804, -0.59001, 0.42585], [-1.58151, -1.65693, -1.14504], [-2.26879, 1.76463, 1.25257], [2.91713, -0.58613, 1.08573], [0.78615, -0.84224, -1.24097], [2.30540, -1.82114, 0.23312], [2.27760, 1.26034, -0.89039]], "lowdin_charge": [0.02, -0.02, -0.10, -0.38, 0.18, 0.17, -0.01, 0.21, 0.14, 0.14, 0.15, 0.13, 0.16, 0.00, 0.20], "homo_lumo_gap_ev": [10.14, 10.14], "homo_ha": [-0.5346, -0.5346], "charge": 1}


R) {"formula": "C4H7N2O2", "method": "the ωB97M-V functional and the def2-TZVPD basis", "symbols": ["C", "C", "C", "C", "N", "N", "O", "O", "H", "H", "H", "H", "H", "H", "H"], "positions_angstrom": [[0.97956, -0.07476, -0.91075], [-0.51654, 0.22290, -0.95732], [-1.01956, 1.02553, 1.11344], [-0.50553, -0.91588, 0.10677], [-0.92575, 1.34351, -0.14801], [-0.75449, -0.26855, 1.30895], [-0.71495, -2.26062, -0.07875], [2.06396, 0.75336, -0.79133], [1.26635, -0.99506, -1.52397], [-0.99172, -0.01531, -1.85151], [-1.24778, 1.78298, 1.74700], [-0.98371, 2.34541, -0.27391], [-0.96334, -0.86446, 2.10756], [-0.01488, -2.87241, -0.30935], [2.92321, 0.40433, -0.44857]], "lowdin_charge": [-0.12, -0.12, -0.02, -0.27, 0.15, 0.17, 0.09, 0.03, 0.16, 0.14, 0.14, 0.19, 0.20, 0.13, 0.15], "homo_lumo_gap_ev": [7.99, 7.99], "homo_ha": [-0.4370, -0.4370], "charge": 1}


Q) comes first in stability; the runner-up is 2.535 eV higher.